9
Properties=species:S:1:pos:R:3:forces:R:3:mulliken_charge:R:1 method="wB97M-V/def2-TZVPD" spin_multiplicity=2 lumo_ev="-17.58 / -17.75" s_squared=0.755 charge=+3 e_homo_ev="-25.819 / -26.807" gap_ha="0.30290 / 0.33271"
C 0.612 1.498 -0.927 1.600 1.772 0.431 0.175
C 1.761 1.809 -0.154 -0.186 -1.055 0.254 0.318
C 1.129 2.759 -0.846 -0.792 0.238 -0.777 0.339
H 2.495 1.395 0.536 0.250 0.153 -0.008 0.438
C -1.300 -1.878 0.716 -0.311 -0.783 3.092 0.271
O -1.317 -1.521 -0.452 -0.998 -1.818 -1.282 -0.291
In -0.754 0.018 -1.374 0.430 1.792 -1.457 1.163
H -1.020 -1.178 1.521 -0.033 -0.271 -0.026 0.247
H -1.606 -2.902 0.980 0.040 -0.028 -0.228 0.341



30
Properties=species:S:1:pos:R:3:forces:R:3:mulliken_charge:R:1 method="wB97M-V/def2-TZVPD" spin_multiplicity=1 lumo_ev=-14.14 charge=+2 e_homo_ev=-18.155 gap_ha=0.14753
Al -1.344 0.923 -2.330 3.840 -0.862 2.133 0.946
B -0.651 0.183 -0.047 0.645 3.210 -5.756 -1.008
H -0.057 0.543 -0.872 1.593 0.641 -0.772 -0.256
H -0.371 0.575 0.919 0.282 2.832 2.123 -0.609
H -1.653 0.501 -0.290 -5.254 1.589 -1.016 0.404
H -0.536 -0.887 -0.127 0.352 -1.007 -1.858 0.494
O 1.312 -0.381 0.819 4.495 1.100 -0.047 -0.558
H 0.590 -0.122 0.247 1.752 -1.973 -0.344 1.355
H 1.088 -1.268 1.102 0.088 -1.836 1.179 0.345
O -1.819 -0.508 1.639 -3.996 0.266 3.419 -0.684
H -1.702 0.326 2.094 -0.806 0.456 0.575 0.355
H -1.405 -0.376 0.786 -3.456 -0.903 1.528 0.412
O 0.266 2.486 1.330 -1.807 0.979 1.745 -0.569
H 0.645 2.057 0.563 -0.916 2.139 1.065 0.799
H -0.268 1.808 1.744 -0.262 0.877 0.813 0.204
O 0.217 -0.591 -2.380 -0.864 -1.014 -1.782 -0.389
H 0.469 -1.237 -1.721 -0.404 -0.742 0.177 0.289
H 0.991 -0.499 -2.935 0.272 0.085 -0.733 0.368
O 0.699 1.663 -1.964 -4.129 1.759 -7.383 -0.592
H 1.052 1.505 -1.088 1.345 0.481 1.742 0.619
H 1.435 2.025 -2.457 0.042 0.797 -0.823 0.324
O 1.708 1.665 -0.104 4.590 0.948 -0.546 -0.650
H 1.350 0.865 0.280 2.264 -0.641 1.548 0.114
H 2.640 1.477 -0.223 0.965 0.170 0.319 0.461
O -1.573 -2.440 -0.231 -1.230 -0.811 -1.329 -0.588
H -1.061 -1.738 0.171 -0.921 -2.802 0.347 -0.213
H -0.930 -3.119 -0.434 0.055 -0.668 0.008 0.282
O -0.031 -1.827 1.634 1.778 -4.251 1.411 -0.653
H -0.645 -1.096 1.699 -0.320 -0.204 1.957 0.655
H -0.418 -2.514 2.176 0.006 -0.615 0.297 0.342



96
Properties=species:S:1:pos:R:3:forces:R:3:mulliken_charge:R:1 method="wB97M-V/def2-TZVPD" spin_multiplicity=1 lumo_ev=-3.01 charge=+1 e_homo_ev=-11.671 gap_ha=0.31834
C -3.292 3.250 -3.402 0.118 -0.038 0.575 -0.938
C -1.746 2.988 -3.222 -0.764 0.602 0.884 -0.172
C -1.472 2.690 -1.695 0.891 -0.906 0.409 -0.561
C -0.876 1.238 -1.436 -1.903 0.870 -0.473 -0.363
N 0.230 0.926 -2.364 0.292 0.216 0.655 -0.084
C 1.300 0.087 -1.797 -1.004 0.861 -0.596 -0.892
C 1.137 -1.373 -2.380 -0.165 -0.580 0.279 -0.450
P -0.680 -2.009 -2.290 -1.260 0.205 0.962 0.565
N -0.564 -3.589 -1.486 2.063 1.094 -1.238 -0.487
O -1.181 -2.379 -3.861 1.854 -0.060 1.019 -0.502
N 1.764 -1.577 -3.732 1.475 -1.326 1.874 0.387
F 1.174 -0.887 -4.738 -0.019 0.213 -0.049 -0.133
C 3.229 -1.262 -3.579 1.741 0.875 -0.646 0.654
C 4.061 -1.717 -4.835 -0.043 -0.069 0.348 -1.416
C 3.324 0.272 -3.261 -0.273 0.076 -1.918 -1.067
N 2.603 0.743 -2.066 1.588 -1.840 0.245 0.163
P 3.610 1.012 -0.660 0.312 0.812 -0.011 -0.183
P 3.564 -0.673 0.720 -1.338 -0.552 3.475 1.025
O 2.307 -0.480 1.570 1.785 -0.335 -2.488 -0.495
O 3.535 -2.196 0.009 0.318 1.647 0.517 -0.503
O 4.863 -0.468 1.773 -1.426 -0.351 -2.405 -0.489
H -3.672 3.754 -2.470 0.361 -0.277 -0.926 0.327
H -3.517 3.937 -4.252 0.088 -0.818 0.458 0.366
H -3.875 2.291 -3.463 0.752 1.060 -0.180 0.003
H -1.387 2.137 -3.855 -0.308 0.870 0.406 0.251
H -1.202 3.939 -3.470 -0.378 -1.031 -0.069 0.271
H -2.393 2.740 -1.054 0.680 0.026 -0.791 0.477
H -0.763 3.426 -1.239 -0.466 -0.428 -0.530 0.021
H -0.618 1.191 -0.348 0.061 -0.294 -0.790 0.232
H -1.726 0.541 -1.677 0.864 0.422 0.653 0.070
H 0.606 1.813 -2.708 0.216 -0.460 0.241 0.464
H 1.178 -0.002 -0.684 0.018 -0.081 -0.768 0.751
H 1.700 -2.056 -1.682 -0.317 0.410 -1.063 0.064
H -0.209 -3.389 -0.539 -0.613 -0.136 -0.104 0.142
H 0.201 -4.133 -1.911 -0.509 -0.277 0.134 0.331
H -2.132 -2.566 -3.887 0.149 0.136 0.041 0.330
H 1.684 -2.582 -3.957 -0.309 0.421 -0.380 0.540
H 3.618 -1.839 -2.698 -0.807 0.340 -0.655 0.089
H 3.652 -1.348 -5.803 0.184 -0.233 0.774 0.368
H 4.131 -2.839 -4.847 -0.160 1.024 -0.110 0.397
H 5.111 -1.339 -4.742 -0.953 -0.263 0.019 0.390
H 2.884 0.815 -4.148 0.437 -0.534 0.694 0.259
H 4.412 0.538 -3.285 -1.069 -0.160 0.422 0.571
H 4.957 1.016 -1.178 -0.712 -0.456 -0.080 0.107
H 2.643 -2.527 0.216 0.327 -0.094 0.369 0.256
H 4.487 0.112 2.464 0.088 -0.340 0.070 0.313
C 3.103 -1.790 5.128 -0.018 -0.232 -0.011 0.216
Cl 4.477 -2.338 6.104 -0.297 -0.073 -0.268 -0.090
Cl 3.190 -0.027 4.930 -0.020 -0.104 0.017 -0.133
Cl 3.159 -2.567 3.535 0.052 -0.267 0.433 -0.002
Cl 1.586 -2.220 5.939 0.691 0.236 -0.285 0.036
C -4.673 -3.050 -0.772 -0.508 -0.161 0.077 0.230
Cl -4.314 -2.449 0.858 0.037 -0.050 -0.294 -0.090
Cl -4.952 -4.798 -0.715 0.098 0.262 -0.003 -0.093
Cl -6.121 -2.237 -1.391 0.227 -0.094 0.059 -0.081
Cl -3.294 -2.706 -1.844 -1.368 -0.036 0.530 -0.242
C -0.825 -1.502 9.319 -0.160 0.072 0.119 0.382
Cl 0.540 -2.077 10.301 -0.051 0.152 -0.293 -0.123
Cl -0.737 0.261 9.161 0.039 -0.238 0.007 -0.099
Cl -0.744 -2.245 7.710 -0.461 -0.007 0.403 -0.095
Cl -2.353 -1.950 10.097 0.095 0.323 -0.578 -0.070
C 5.144 0.344 9.645 0.051 0.037 0.079 0.278
Cl 5.687 0.018 7.988 0.032 0.188 0.278 -0.061
Cl 4.884 2.085 9.850 0.023 -0.198 -0.027 -0.098
Cl 3.625 -0.519 9.942 0.127 0.095 -0.078 -0.027
Cl 6.377 -0.211 10.792 -0.158 0.066 -0.150 -0.092
C -6.189 2.280 -6.012 -0.151 0.037 -0.060 0.317
Cl -4.675 2.375 -6.933 -0.120 -0.020 0.082 -0.115
Cl -5.927 1.315 -4.545 -0.258 -0.093 -0.209 -0.099
Cl -6.708 3.913 -5.558 0.095 -0.205 -0.039 -0.096
Cl -7.438 1.516 -7.008 0.213 0.127 0.314 -0.027
C 1.483 4.852 1.274 -0.057 0.278 0.041 0.214
Cl 2.241 4.831 2.875 -0.056 -0.039 -0.219 -0.103
Cl -0.256 4.564 1.450 0.194 -0.043 -0.060 -0.092
Cl 1.748 6.430 0.513 -0.015 -0.253 0.072 -0.031
Cl 2.217 3.580 0.262 -0.278 0.325 0.361 -0.149
C -0.656 -5.731 2.461 -0.281 -0.257 0.189 0.216
Cl -2.271 -5.005 2.368 0.307 -0.054 -0.066 -0.045
Cl 0.542 -4.619 1.756 0.022 0.030 0.079 0.000
Cl -0.240 -6.032 4.155 -0.004 0.101 -0.270 -0.070
Cl -0.639 -7.259 1.566 0.023 0.238 0.073 -0.101
C -2.331 -4.538 13.210 0.072 0.010 0.110 0.315
Cl -3.937 -3.787 13.258 0.160 -0.065 -0.030 -0.102
Cl -1.161 -3.382 12.548 -0.064 -0.537 0.634 -0.025
Cl -1.845 -5.003 14.850 -0.081 0.045 -0.196 -0.100
Cl -2.383 -5.979 12.178 0.003 0.166 0.095 -0.100
C 4.301 8.122 -2.727 0.045 0.070 -0.024 0.356
Cl 4.912 6.644 -1.958 -0.068 0.119 -0.055 -0.087
Cl 3.691 7.737 -4.347 0.058 0.030 0.184 -0.098
Cl 2.986 8.796 -1.746 0.135 -0.030 -0.125 -0.090
Cl 5.611 9.308 -2.855 -0.187 -0.177 0.024 -0.086
C -8.698 1.366 -10.733 0.008 0.066 -0.103 0.361
Cl -9.548 2.915 -10.872 0.113 -0.201 0.044 -0.087
Cl -6.987 1.661 -10.374 -0.178 -0.039 -0.165 -0.073
Cl -9.425 0.409 -9.426 0.043 0.060 -0.157 -0.108
Cl -8.836 0.476 -12.260 0.010 0.097 0.208 -0.094



15
Properties=species:S:1:pos:R:3:forces:R:3:mulliken_charge:R:1 method="wB97M-V/def2-TZVPD" spin_multiplicity=1 lumo_ev=-3.28 charge=+1 e_homo_ev=-15.079 smiles=Cc1[nH+]cnn1C gap_ha=0.43359
C -0.905 1.888 -0.383 0.611 1.656 -1.122 -0.160
C -0.643 -0.133 0.165 3.737 -4.270 0.636 0.345
C 2.063 -0.073 -0.281 -3.156 -0.937 0.291 -0.749
C -0.777 -1.601 0.579 0.654 -0.045 -0.518 -0.879
N 0.341 1.642 -0.498 2.165 1.629 -0.857 -0.680
N 0.601 0.377 -0.178 -3.101 0.383 0.835 0.610
N -1.557 0.776 -0.012 -0.609 0.309 0.580 -0.038
H -1.265 2.849 -0.712 -0.609 -0.131 0.384 0.428
H 2.303 -0.619 0.597 0.367 -0.245 0.863 0.323
H 2.614 0.802 -0.421 0.787 1.241 -0.180 0.304
H 2.063 -0.734 -1.110 0.458 -0.467 -0.887 0.369
H -1.194 -2.151 -0.322 0.520 0.414 1.189 0.292
H -1.431 -1.782 1.469 0.566 0.322 -0.817 0.371
H 0.294 -1.969 0.801 -1.899 0.398 -0.333 0.217
H -2.505 0.727 0.306 -0.493 -0.256 -0.066 0.248



10
Properties=species:S:1:pos:R:3:forces:R:3:mulliken_charge:R:1 method="wB97M-V/def2-TZVPD" spin_multiplicity=1 lumo_ev=-5.29 charge=+1 e_homo_ev=-9.967 gap_ha=0.17178
O 0.100 0.222 -0.163 -0.970 1.105 1.379 -0.851
C 0.695 -0.647 -0.939 1.255 -0.488 -1.271 0.052
C 1.990 -1.045 -0.886 -0.439 0.684 -0.133 -0.779
Li 0.233 1.866 0.414 0.250 -0.696 -0.366 0.868
H 0.093 -1.000 -1.799 0.150 0.022 0.340 0.276
H 2.448 -1.507 -1.762 -0.303 -0.299 0.473 0.235
H 2.658 -0.678 -0.101 -0.232 -0.138 -0.195 0.240
O -2.838 1.467 1.997 0.359 0.168 -0.103 -0.158
C -1.963 2.157 1.802 -0.355 -0.503 -0.031 0.141
Li -3.418 -0.836 1.437 0.286 0.145 -0.093 0.977